1.
{"formula": "C15H23F5N4O3PdSeSi", "method": "the ωB97M-V functional and the def2-TZVPD basis", "e_lumo_ev": [-1.0, -1.1], "gap_ha": [0.23569, 0.23490], "largest_force_ev_per_a": 3.6, "charge": 0, "elements": ["Pd", "N", "C", "C", "C", "C", "N", "C", "N", "N", "C", "O", "O", "H", "H", "H", "H", "H", "H", "H", "H", "H", "H", "H", "H", "H", "H", "C", "Si", "C", "C", "O", "H", "H", "H", "H", "H", "H", "H", "H", "H", "F", "C", "C", "F", "C", "F", "C", "Se", "C", "F", "C", "F"], "positions_angstrom": [[0.2857, 1.2099, -0.8023], [-0.6062, 0.5040, 1.4613], [-1.7923, -0.2711, 1.1210], [-2.4325, -0.9409, 2.3501], [-1.4555, -1.5676, 3.3572], [-0.4756, -2.5737, 2.7378], [-1.1813, -3.5420, 1.9454], [-1.7056, -4.6654, 2.3278], [-2.3968, -5.3607, 1.4113], [-1.5891, -5.1750, 3.5745], [-1.5568, -1.2297, -0.1084], [-2.0777, -2.3824, -0.0564], [-0.9448, -0.8073, -1.0850], [0.0434, -0.0267, 2.0305], [-0.8585, 1.3735, 1.9224], [-2.5007, 0.4506, 0.6937], [-3.1406, -1.6922, 2.0011], [-3.0131, -0.1881, 2.8889], [-2.0570, -2.0875, 4.1053], [-0.8925, -0.7896, 3.8774], [0.1236, -3.0581, 3.5143], [0.2127, -2.0768, 2.0485], [-1.5864, -3.0741, 1.0074], [-2.5750, -4.9096, 0.5292], [-2.8939, -6.2024, 1.6318], [-0.9405, -4.7578, 4.2182], [-1.8479, -6.1288, 3.7507], [-2.3894, 4.6584, -1.8144], [-1.1251, 3.2887, -1.4070], [-0.1758, 2.9266, -3.0750], [0.1153, 4.0391, -0.1032], [-1.7873, 1.9920, -0.8348], [-1.9054, 5.5841, -2.1002], [-3.0221, 4.8451, -0.9567], [-3.0208, 4.3243, -2.6268], [0.4740, 3.7407, -3.3799], [-0.9105, 2.7651, -3.8579], [0.4246, 1.9949, -3.0178], [0.7095, 4.8622, -0.4860], [0.8130, 3.2798, 0.2904], [-0.4549, 4.4082, 0.7458], [6.4090, 1.5758, -4.0778], [5.4007, 1.1083, -3.3313], [4.4154, 1.9712, -2.8572], [4.4643, 3.2799, -3.1339], [3.4034, 1.4659, -2.0625], [2.4673, 2.3187, -1.5542], [3.3111, 0.1133, -1.7195], [1.9782, -0.5116, -0.5704], [4.3149, -0.7284, -2.2169], [4.2733, -2.0260, -1.8945], [5.3491, -0.2460, -2.9974], [6.3248, -1.0614, -3.4166]], "forces_ev_per_a": [[-2.2976, -2.5251, 0.9938], [0.2833, 0.1999, -0.6673], [-0.2566, -0.2164, -0.2188], [0.1115, 0.0278, -0.0894], [-0.0718, -0.0713, -0.1776], [-0.1340, 0.1803, 0.4492], [-0.1752, -0.1135, -0.2957], [0.1926, 0.0274, 0.0387], [-0.1905, -0.1619, -0.0990], [0.0526, 0.0388, 0.0474], [0.0345, 0.5653, 0.4809], [-0.3470, -0.4806, -0.0417], [0.5244, 0.6352, -0.1793], [0.0245, 0.2904, -0.0034], [0.1527, -0.1453, -0.0923], [0.1159, -0.1290, 0.0679], [-0.0352, 0.0127, 0.0207], [-0.0010, -0.0050, -0.0103], [0.0513, 0.0118, 0.1508], [0.0262, -0.0407, 0.0473], [0.1040, 0.0907, -0.0573], [0.1015, -0.0798, 0.1258], [0.0092, -0.1962, 0.1039], [-0.0281, -0.0325, -0.1208], [-0.0453, 0.0428, 0.0630], [-0.0218, 0.0166, -0.0314], [0.0364, -0.0159, -0.0211], [0.6152, -0.6848, 0.2227], [0.4405, 3.1437, -1.2689], [-0.2416, -0.2291, 0.9653], [-0.3335, -0.5631, -0.5051], [0.8754, -1.3587, 0.6288], [0.1211, 0.2614, -0.1043], [-0.1858, 0.1024, 0.2846], [-0.2135, -0.0486, -0.2898], [0.2053, 0.1028, 0.0351], [-0.1837, -0.0941, -0.1024], [-0.0470, 0.2844, -0.2193], [0.1432, 0.1146, -0.1639], [0.0307, 0.2250, 0.0213], [-0.1562, 0.0145, 0.1593], [-0.2173, -0.0804, 0.1266], [-0.1222, -0.0872, 0.1715], [0.0864, -0.0034, -0.0248], [0.0550, -0.2472, -0.0357], [-0.3536, -0.4380, 0.3524], [0.8420, 0.0489, -0.4599], [0.9553, 0.5501, -0.4590], [-0.1590, 0.2478, 0.1448], [-0.5292, 0.4478, 0.2402], [0.2031, 0.0034, -0.0976], [0.1415, 0.2659, -0.1081], [-0.1883, 0.0956, 0.0025]]}



2.
{"formula": "Cu3F3", "method": "the ωB97M-V functional and the def2-TZVPD basis", "e_lumo_ev": [-15.4, -19.7], "gap_ha": [0.41691, 0.15895], "multiplicity": 4, "largest_force_ev_per_a": 3.1, "s2": 3.772, "charge": 3, "elements": ["Cu", "Cu", "Cu", "F", "F", "F"], "positions_angstrom": [[0.2194, -1.0668, -2.9925], [1.5927, 0.9798, 0.1685], [-1.2866, -0.5690, 1.0954], [0.7956, -0.7207, 1.7209], [-0.0327, -0.2558, -0.9178], [-1.2885, 1.6325, 0.9256]], "forces_ev_per_a": [[-0.2349, 0.1343, 0.5170], [-0.8526, -1.5437, 0.3913], [2.3697, -0.3934, 0.6368], [-2.1635, 1.3892, -1.6695], [0.9426, 0.5055, 0.0664], [-0.0613, -0.0920, 0.0580]]}



3.
{"formula": "C2H3NO2", "method": "the ωB97M-V functional and the def2-TZVPD basis", "e_lumo_ev": [0.3, 0.5], "gap_ha": [0.30320, 0.35668], "largest_force_ev_per_a": 2.3, "charge": 0, "elements": ["C", "C", "N", "O", "O", "H", "H", "H"], "positions_angstrom": [[1.1852, -0.4156, -1.2388], [-0.9088, 0.4148, 0.8618], [-0.8485, -0.8714, 0.1437], [1.1890, -0.2863, -2.4131], [-0.3295, -0.7441, 1.3832], [1.8372, -0.1731, -0.3806], [-0.2432, 1.1842, 0.3592], [-1.8813, 0.8915, 1.2845]], "forces_ev_per_a": [[-1.8932, -0.2151, -1.2556], [-0.6902, 1.2523, -1.7008], [-0.7020, 0.7798, -0.9451], [0.6397, -0.0380, 1.8736], [0.8212, 0.4309, 1.6134], [0.6172, 0.1780, -0.1888], [-0.4654, -0.8707, 1.1689], [1.6727, -1.5172, -0.5655]]}



4.
{"formula": "C9H14", "method": "the ωB97M-V functional and the def2-TZVPD basis", "e_lumo_ev": 1.0, "smiles": "Cc1ccccc1.CC", "gap_ha": 0.36642, "largest_force_ev_per_a": 2.6, "charge": 0, "elements": ["C", "C", "C", "C", "C", "C", "C", "H", "H", "H", "H", "H", "H", "H", "H", "C", "C", "H", "H", "H", "H", "H", "H"], "positions_angstrom": [[-2.7532, -0.1950, 0.6914], [-1.3489, -0.0765, 1.2819], [-1.2680, 0.2398, 2.6464], [-0.0030, 0.4227, 3.2025], [1.0603, -0.0104, 2.4144], [0.9745, -0.5491, 1.1617], [-0.2564, -0.4788, 0.4978], [-3.5192, -0.3168, 1.4534], [-2.8247, -0.9915, -0.0436], [-2.9779, 0.7736, 0.2310], [-2.2100, 0.2856, 3.1694], [0.1055, 0.7865, 4.2131], [2.0182, 0.0746, 2.9250], [1.8571, -1.0530, 0.7899], [-0.3795, -0.8632, -0.5017], [1.4565, -0.4901, -2.8087], [1.4613, 0.9660, -3.1777], [0.7903, -0.9921, -3.5233], [2.3665, -1.0813, -2.9077], [1.0621, -0.6577, -1.8141], [2.3499, 1.2837, -3.7236], [0.6477, 1.2669, -3.8444], [1.3910, 1.6561, -2.3331]], "forces_ev_per_a": [[0.5338, 0.8900, 0.0172], [-1.2640, -1.1475, -0.3266], [0.7481, 0.1668, -1.0120], [-1.1186, -0.6222, -0.9428], [1.1397, 0.7944, 2.2064], [-0.5194, 0.0614, -0.6370], [0.2991, -0.0773, 1.6163], [0.0789, -0.2496, 0.1389], [-0.0640, 0.0298, -0.0826], [-0.1484, -0.2269, -0.3162], [0.0611, 0.4382, 0.3496], [0.2686, -0.0750, 0.0332], [0.1387, -0.2986, -0.3712], [-0.0541, 0.2560, -0.5078], [-0.2188, 0.0619, -0.0521], [-0.8406, -1.0733, -0.6509], [0.4825, 1.4542, -0.3388], [-0.0930, -0.1295, 0.3441], [0.4171, 0.5951, 0.1417], [0.0174, -0.0453, 0.0454], [0.2108, -0.1837, 0.0334], [-0.1425, -0.3608, 0.1494], [0.0674, -0.2581, 0.1623]]}



5.
{"formula": "C33H60Br2N6OPbSSi", "method": "the ωB97M-V functional and the def2-TZVPD basis", "e_lumo_ev": [-13.7, -15.0], "gap_ha": [0.12814, 0.08062], "largest_force_ev_per_a": 2.5, "charge": 4, "elements": ["Pb", "N", "C", "C", "N", "C", "C", "N", "H", "H", "H", "H", "H", "H", "H", "H", "H", "H", "H", "H", "H", "C", "C", "C", "C", "C", "Br", "N", "C", "H", "H", "H", "H", "H", "H", "C", "C", "C", "C", "Si", "Br", "C", "C", "C", "C", "C", "C", "C", "C", "H", "H", "H", "H", "H", "H", "H", "H", "H", "H", "H", "H", "H", "H", "H", "H", "H", "H", "H", "H", "H", "H", "H", "H", "H", "H", "H", "C", "C", "C", "N", "C", "S", "N", "C", "O", "C", "C", "C", "C", "C", "C", "H", "H", "H", "H", "H", "H", "H", "H", "H", "H", "H", "H", "H", "H"], "positions_angstrom": [[-0.4505, 1.6916, -0.1157], [1.6326, 2.2894, 1.4074], [1.4697, 3.5557, 2.1472], [0.0228, 3.7040, 2.5954], [-0.8568, 3.7249, 1.4246], [-2.2740, 3.8829, 1.7540], [-3.1195, 3.6988, 0.4997], [-2.9451, 2.3295, -0.0233], [2.5121, 2.3103, 0.8995], [1.6968, 1.5239, 2.0750], [2.1292, 3.5994, 3.0155], [1.7374, 4.3833, 1.4882], [-0.2634, 2.8594, 3.2300], [-0.0773, 4.6252, 3.1770], [-0.5750, 4.5151, 0.8445], [-2.5422, 3.1275, 2.5004], [-2.4698, 4.8695, 2.1894], [-4.1619, 3.9093, 0.7510], [-2.8014, 4.3988, -0.2765], [-3.4418, 1.6762, 0.5792], [-3.3876, 2.2632, -0.9372], [-2.4103, -3.0030, -3.9861], [-2.2643, -1.5389, -3.7752], [-2.6034, -0.6165, -4.7677], [-2.3252, 0.7265, -4.5825], [-1.7289, 1.0971, -3.3908], [-1.1648, 2.9037, -3.1310], [-1.4776, 0.2613, -2.3955], [-1.7406, -1.0251, -2.5847], [-2.9241, -3.2137, -4.9198], [-2.9549, -3.4831, -3.1768], [-1.4254, -3.4647, -4.0310], [-3.0817, -0.9495, -5.6788], [-2.5487, 1.4557, -5.3421], [-1.5098, -1.6866, -1.7586], [-4.7344, -2.1052, 2.2018], [-3.5697, -3.0913, 2.3784], [-2.9539, -3.3479, 0.9997], [-4.1170, -4.3994, 2.9603], [-2.2954, -2.2938, 3.6677], [-0.8873, -0.2231, 1.5779], [-0.6857, -3.4758, 4.1246], [0.5397, -2.6069, 4.3365], [-1.1226, -4.1902, 5.3917], [-0.4424, -4.4414, 2.9817], [-2.7814, -0.8880, 4.9666], [-1.5898, -0.3861, 5.7870], [-3.8105, -1.5104, 5.9215], [-3.4022, 0.3173, 4.2440], [-5.4443, -2.5384, 1.5005], [-4.3968, -1.1581, 1.7905], [-5.2751, -1.9362, 3.1274], [-3.7383, -3.7043, 0.3352], [-2.1834, -4.1110, 1.0182], [-2.5387, -2.4342, 0.5852], [-4.8991, -4.7649, 2.2976], [-4.5637, -4.2570, 3.9401], [-3.3677, -5.1833, 3.0229], [0.4558, -1.9575, 5.1982], [0.7643, -2.0172, 3.4547], [1.3914, -3.2617, 4.5266], [-1.2468, -3.5124, 6.2327], [-0.3430, -4.9015, 5.6761], [-2.0341, -4.7665, 5.2563], [-0.2033, -3.9161, 2.0604], [-1.2695, -5.1255, 2.8272], [0.4210, -5.0614, 3.2315], [-1.1614, -1.1648, 6.4100], [-1.9382, 0.3887, 6.4682], [-0.8201, 0.0461, 5.1533], [-3.3891, -2.3173, 6.5143], [-4.6924, -1.8775, 5.4068], [-4.1367, -0.7383, 6.6157], [-2.7488, 0.6838, 3.4585], [-3.5437, 1.1165, 4.9678], [-4.3754, 0.0886, 3.8284], [4.6891, -1.2536, -4.7979], [4.3556, -1.2234, -3.3237], [5.1144, -0.1355, -2.5668], [4.8057, 1.1969, -3.0592], [3.6064, 1.7439, -3.0102], [2.2849, 0.8984, -2.3541], [3.3841, 2.9919, -3.4570], [4.3532, 3.9552, -3.9554], [4.3341, 5.0489, -3.4868], [5.2085, 3.4744, -5.0524], [6.4157, 4.1394, -5.2916], [7.2029, 3.7489, -6.3651], [6.7686, 2.7716, -7.2472], [5.5608, 2.1210, -7.0274], [4.7768, 2.4823, -5.9419], [4.0582, -1.9642, -5.3244], [5.7236, -1.5698, -4.9408], [4.5747, -0.2698, -5.2556], [4.5641, -2.1883, -2.8598], [3.2740, -1.0425, -3.1819], [6.1881, -0.2844, -2.6816], [4.8634, -0.1854, -1.5021], [5.5545, 1.7260, -3.4920], [2.4954, 3.4178, -3.2057], [6.7295, 4.9276, -4.6227], [8.1805, 4.1957, -6.4955], [7.3706, 2.4973, -8.1019], [5.2225, 1.3619, -7.7129], [3.7944, 2.0441, -5.8304]], "forces_ev_per_a": [[-0.0687, 0.8959, -0.5241], [0.2315, 0.0052, 0.1326], [-0.2035, -0.0276, 0.1921], [0.3930, 0.0197, 0.1007], [0.1589, -0.1995, -0.3384], [-0.3372, 0.0786, -0.1501], [0.0662, 0.0707, 0.3525], [0.0064, -0.0637, -0.0335], [-0.0054, -0.1156, 0.0882], [0.0478, -0.0354, -0.0736], [-0.0222, 0.0840, -0.0096], [0.0222, 0.0179, -0.0147], [-0.0302, 0.0730, -0.0129], [-0.0509, -0.0661, 0.0642], [-0.0804, 0.0074, 0.0376], [0.0487, 0.0538, -0.0330], [-0.0127, -0.1169, 0.0017], [0.0410, 0.0093, -0.1476], [-0.0757, 0.0266, 0.0302], [0.0631, -0.0667, -0.0286], [0.0823, -0.0905, 0.0090], [-0.0725, -0.2700, -0.0109], [0.0072, 0.4879, 0.0154], [0.0951, -0.2170, 0.4143], [0.1393, 0.3028, 0.1302], [-0.0723, -0.5243, -0.0240], [-0.1458, 0.2722, -0.2670], [0.1884, 0.6611, 0.0315], [-0.1683, -0.4392, -0.3979], [-0.0310, -0.0575, -0.0115], [-0.0735, -0.0202, 0.0737], [0.0563, -0.1032, -0.0389], [0.0503, -0.0119, -0.0671], [-0.0400, 0.1267, -0.1013], [-0.0083, -0.0515, 0.0686], [0.0890, -0.2764, -0.0153], [0.2563, 0.9729, 0.4439], [0.1834, -0.0243, 0.2464], [0.2568, 0.0493, 0.1918], [0.5777, -1.2417, 0.6409], [-0.2293, -0.8734, 0.8124], [-1.5597, 1.5569, -0.7891], [0.2160, -0.2575, 0.2362], [0.1352, -0.1139, 0.1788], [0.2360, -0.2007, 0.1406], [0.1373, -0.2673, -0.7858], [-0.0332, -0.2475, -0.1537], [0.0568, -0.1480, -0.1709], [-0.0483, -0.1976, 0.1368], [-0.1273, -0.0445, -0.1301], [0.0104, 0.2162, -0.0278], [-0.0583, 0.1301, 0.1490], [-0.1834, -0.0093, -0.0718], [0.0963, -0.0337, 0.0082], [0.0672, 0.1148, -0.1817], [-0.1415, 0.0033, -0.1062], [-0.1031, -0.0494, 0.1900], [0.0810, -0.0504, 0.0750], [-0.0437, 0.1611, 0.0763], [0.1197, 0.1616, -0.1657], [0.1290, -0.0602, -0.0192], [-0.0637, 0.0750, 0.0952], [0.0526, -0.0542, 0.0145], [-0.1796, -0.0964, 0.0117], [-0.0183, -0.0094, -0.1586], [-0.1239, -0.0249, -0.1355], [0.0884, -0.0345, 0.0463], [0.1487, -0.1039, 0.0023], [-0.1214, 0.1106, 0.0205], [0.1960, 0.0461, -0.0339], [0.0436, -0.1389, 0.0768], [-0.2070, -0.0871, -0.0737], [-0.0570, 0.1197, 0.0967], [0.0608, 0.1480, -0.1359], [-0.0304, 0.1243, 0.1527], [-0.1676, -0.0401, -0.1583], [0.1764, -0.2481, -0.0116], [-0.0205, 0.2659, 0.0510], [0.0220, -0.9696, 0.3059], [-0.1984, 0.5955, -0.3036], [0.7180, 0.0999, -0.0809], [-0.6428, -0.3733, 0.3758], [-0.1663, 0.4275, -0.2421], [-0.8735, -0.0920, 1.0154], [0.3361, -0.0389, -0.4479], [0.2168, -0.0374, -0.5303], [-1.6379, 0.0695, 1.6880], [1.4039, -0.6890, -1.8084], [-0.0314, -0.3135, -0.3812], [1.6690, 0.0568, -1.6146], [-0.9895, 1.1777, 1.9195], [-0.0387, 0.0343, -0.1158], [0.0318, 0.0062, -0.0416], [-0.1135, 0.0666, -0.1225], [-0.0191, 0.0443, 0.0630], [0.0560, -0.1895, -0.0260], [-0.0322, 0.1066, 0.0823], [0.1381, 0.1151, -0.0610], [-0.1181, -0.1365, 0.2100], [0.1278, -0.0493, -0.0212], [0.0143, 0.2186, 0.0271], [0.0333, 0.0780, -0.0826], [0.0957, 0.0173, -0.0008], [-0.0358, -0.1996, -0.1135], [-0.0622, -0.0639, 0.0803]]}



6.
{"formula": "C3H4N2OS", "method": "the ωB97M-V functional and the def2-TZVPD basis", "e_lumo_ev": 0.6, "smiles": "CSc1ncno1", "gap_ha": 0.36524, "largest_force_ev_per_a": 1.8, "charge": 0, "elements": ["C", "S", "C", "N", "C", "N", "O", "H", "H", "H", "H"], "positions_angstrom": [[-0.8446, 1.9729, -0.3490], [0.4537, 1.0962, -1.2387], [0.4972, -0.3801, -0.3266], [1.2800, -1.3869, -0.5442], [0.8922, -2.2636, 0.4409], [-0.0396, -1.8157, 1.2286], [-0.3262, -0.5493, 0.6993], [-0.5284, 2.1932, 0.7056], [-1.8200, 1.4380, -0.3728], [-0.9578, 2.9603, -0.8619], [1.3935, -3.2650, 0.6188]], "forces_ev_per_a": [[-0.4355, 0.9007, 0.6642], [-0.0656, -0.0668, -0.0023], [0.0643, 0.0751, -0.1761], [0.1279, -0.3515, -0.1050], [0.7481, -0.7261, 0.4292], [0.0366, -0.3821, -0.1071], [-0.0976, -0.0586, 0.2650], [-0.3848, -0.3622, -0.9874], [0.8012, 0.3481, 0.0378], [0.0990, -0.8807, 0.2992], [-0.8936, 1.5040, -0.3176]]}